Entry 1:
{"formula": "CH5NOS2", "method": "the ωB97M-V functional and the def2-TZVPD basis", "smiles": "NC=O.SS", "largest_force_ev_per_a": 3.14, "lumo_ev": 0.1931, "homo_lumo_gap_ha": 0.321, "homo_ev": -8.5470, "elements": ["S", "S", "H", "H", "C", "N", "O", "H", "H", "H"], "coordinates": [[1.54331, -0.36079, -1.22442], [1.28099, 1.66103, -0.67462], [2.27698, -0.05690, -2.29840], [2.13072, 1.98519, -1.75432], [-1.06158, -0.78256, 1.65326], [-1.35448, -0.28083, 0.37698], [0.04635, -0.80063, 2.12136], [-1.97124, -1.23031, 2.14612], [-1.09315, 0.59187, 0.09771], [-1.79789, -0.72606, -0.44368]]}

---

Entry 2:
{"formula": "C4H8S2", "method": "the ωB97M-V functional and the def2-TZVPD basis", "largest_force_ev_per_a": 5.94, "lumo_ev": 0.0302, "homo_lumo_gap_ha": 0.316, "homo_ev": -8.5732, "elements": ["C", "C", "C", "C", "H", "H", "H", "H", "H", "H", "H", "H", "S", "S"], "coordinates": [[2.38779, 0.07656, 0.59505], [0.42669, 0.78165, -0.70154], [-0.20067, 1.35364, 0.48158], [-1.11182, 0.73149, -0.50719], [3.45249, -0.65056, 0.61114], [2.85651, 1.17911, 0.35276], [2.01322, 0.27179, 1.79756], [0.96471, 1.57974, -1.39306], [-0.31478, 0.77649, 1.35038], [-0.35018, 2.44371, 0.39508], [-1.49801, 1.24354, -1.30113], [-1.16635, -0.52663, 1.64676], [1.21186, -0.91022, -0.37428], [-2.14745, -0.58837, 0.20760]]}

---

Entry 3:
{"formula": "C14H20CrI2N2SSiTe", "method": "the ωB97M-V functional and the def2-TZVPD basis", "largest_force_ev_per_a": 1.01, "spin_multiplicity": 2, "lumo_ev": [-4.8917, -3.5857], "homo_lumo_gap_ha": [0.223, 0.274], "homo_ev": [-10.9464, -11.0435], "total_charge": 1, "elements": ["Cr", "I", "C", "I", "H", "H", "C", "C", "C", "C", "C", "C", "N", "N", "Si", "C", "C", "C", "H", "H", "H", "H", "H", "H", "H", "H", "H", "H", "H", "H", "H", "H", "H", "Te", "C", "C", "C", "C", "S", "H", "H", "H"], "coordinates": [[1.01014, 0.00080, -0.06799], [-0.45271, -2.29160, -0.25490], [-1.08355, -1.72674, -2.19589], [0.12187, -0.11966, -2.86485], [-2.11336, -1.39531, -2.15094], [-0.94226, -2.56797, -2.86195], [4.25802, 1.57756, -1.10409], [3.09519, 2.39823, -0.63280], [3.16226, 3.77190, -0.47980], [2.04965, 4.44997, 0.00426], [0.88362, 3.77685, 0.32163], [0.85915, 2.40095, 0.12272], [1.95477, 1.76147, -0.34644], [-0.15036, 1.47110, 0.36441], [-1.82480, 1.92848, 0.73799], [-1.92806, 2.44721, 2.50685], [-2.32529, 3.29363, -0.42041], [-2.91020, 0.46266, 0.42618], [4.84050, 2.12160, -1.84580], [3.92399, 0.63813, -1.54395], [4.92784, 1.34338, -0.27341], [4.07230, 4.29890, -0.72946], [2.09735, 5.52326, 0.14060], [0.01817, 4.29454, 0.70875], [-1.16827, 3.19499, 2.74833], [-1.77501, 1.58795, 3.16448], [-2.90600, 2.87878, 2.73608], [-2.17909, 4.29380, -0.00881], [-3.38875, 3.19196, -0.65282], [-1.77186, 3.23072, -1.36089], [-2.53619, -0.45049, 0.88908], [-3.03828, 0.30173, -0.64859], [-3.90213, 0.65388, 0.84517], [2.84172, -0.63627, 1.60175], [2.16525, -2.08947, 2.88831], [2.30763, -2.05212, 4.25190], [1.74673, -3.18808, 4.89314], [1.19842, -4.06931, 4.00917], [1.38373, -3.53398, 2.40107], [2.78782, -1.23749, 4.77610], [1.75350, -3.34248, 5.96207], [0.71801, -5.01299, 4.21607]]}

---

Entry 4:
{"formula": "C28H42BClF4N4O20S", "method": "the ωB97M-V functional and the def2-TZVPD basis", "smiles": "[H]/N=C\\C[C@]1(B(N)O)[C@@](Cl)(ON=O)[C@@](O)(CC(=O)N(C)C)[C@H](C(F)(F)C(F)F)OS1(=O)=O.C[C@@H]1COC(=O)O1.C[C@@H]1COC(=O)O1.C[C@@H]1COC(=O)O1.C[C@@H]1COC(=O)O1", "largest_force_ev_per_a": 8.15, "lumo_ev": -0.7845, "homo_lumo_gap_ha": 0.312, "homo_ev": -9.2677, "elements": ["C", "N", "C", "C", "O", "C", "C", "O", "C", "C", "F", "F", "C", "F", "F", "O", "S", "O", "O", "C", "C", "C", "N", "B", "N", "O", "C", "Cl", "O", "N", "O", "H", "H", "H", "H", "H", "H", "H", "H", "H", "H", "H", "H", "H", "H", "H", "H", "H", "H", "C", "C", "C", "O", "C", "O", "O", "H", "H", "H", "H", "H", "H", "C", "C", "C", "O", "C", "O", "O", "H", "H", "H", "H", "H", "H", "C", "C", "C", "O", "C", "O", "O", "H", "H", "H", "H", "H", "H", "C", "C", "C", "O", "C", "O", "O", "H", "H", "H", "H", "H", "H"], "coordinates": [[6.53313, -2.98673, -2.19901], [5.25070, -2.92257, -1.34241], [5.49793, -2.18785, -0.04385], [4.25421, -2.21913, -2.23903], [4.67693, -1.03181, -2.75781], [2.78909, -2.73960, -2.70728], [1.51397, -2.36553, -1.75683], [0.35067, -2.97432, -2.49569], [1.49533, -3.09040, -0.28114], [1.86453, -4.68400, -0.26550], [3.30229, -5.00891, -0.38654], [1.13061, -5.53318, -1.22314], [1.41087, -5.23232, 1.24983], [2.04740, -6.59191, 1.41449], [1.94225, -4.40167, 2.35428], [0.16413, -2.99250, 0.40907], [-0.13816, -1.38471, 0.88437], [0.82036, -0.80529, 1.94064], [-1.56260, -1.40224, 1.56683], [-0.16887, -0.39642, -0.75629], [-1.63930, -0.76485, -1.37029], [-2.83262, 0.28996, -0.85720], [-3.46700, 1.09623, -1.79970], [-0.27713, 1.24987, -0.43179], [-0.37784, 1.84225, 0.96020], [-0.31957, 2.14740, -1.63707], [1.12605, -0.74695, -1.71566], [0.81942, -0.30902, -3.53745], [2.24469, 0.13973, -1.37683], [2.85247, -0.14521, -0.22891], [3.02009, 0.84893, 0.47044], [7.33092, -3.73228, -1.75054], [6.29003, -3.24823, -3.33463], [7.07905, -1.92662, -2.24427], [6.05166, -1.16220, -0.16169], [6.23281, -2.87862, 0.59447], [4.47514, -2.13423, 0.52501], [2.84963, -3.93167, -2.75397], [2.66075, -2.42233, -3.85142], [0.68304, -3.75851, -3.02846], [2.24958, -2.59124, 0.49982], [0.24532, -5.43839, 1.31214], [-1.73687, -0.80459, -2.52536], [-1.95854, -1.84479, -0.97278], [-3.12924, 0.32468, 0.29544], [-3.06078, 0.91202, -2.74963], [0.59444, 2.22357, 1.15663], [-1.01900, 2.66294, 0.89761], [-0.31915, 3.10057, -1.30080], [-8.52891, 2.27815, -1.82088], [-8.35532, 0.80953, -1.48917], [-7.64727, 0.57161, -0.18983], [-7.02077, -0.68073, -0.40173], [-6.82325, -0.79555, -1.74908], [-6.13527, -1.65101, -2.27517], [-7.49877, 0.18055, -2.42876], [-7.56393, 2.75522, -2.02494], [-9.12962, 2.38985, -2.72987], [-9.02730, 2.81523, -1.00839], [-9.32492, 0.29781, -1.51517], [-8.34127, 0.51709, 0.65420], [-6.87439, 1.31591, 0.03169], [-0.23918, -7.02066, -7.24026], [0.80425, -6.61544, -6.21845], [0.27784, -5.68951, -5.16406], [1.42920, -4.95221, -4.79456], [2.25925, -4.95423, -5.88018], [3.24948, -4.25522, -5.99294], [1.82819, -5.84397, -6.82549], [-0.54537, -6.16650, -7.85432], [0.17693, -7.76484, -7.92774], [-1.12364, -7.44952, -6.75984], [1.26549, -7.50565, -5.77411], [-0.12521, -6.23121, -4.30319], [-0.48118, -4.99065, -5.53268], [-0.11766, 7.02806, 3.79179], [-1.14205, 6.38517, 2.87838], [-0.97849, 4.90086, 2.75069], [-1.49588, 4.64094, 1.45820], [-1.33183, 5.78814, 0.73394], [-1.48150, 5.87056, -0.47134], [-0.97382, 6.83171, 1.54255], [0.88838, 6.97070, 3.36166], [-0.34192, 8.09267, 3.91785], [-0.11063, 6.55650, 4.77899], [-2.15638, 6.64888, 3.20128], [-1.54763, 4.35629, 3.50998], [0.06547, 4.56990, 2.78222], [3.20074, 5.50406, 8.90749], [1.78070, 5.41090, 8.38613], [1.68142, 4.75856, 7.04046], [0.52222, 5.35714, 6.48935], [0.39630, 6.58235, 7.08143], [-0.37073, 7.45208, 6.71114], [1.24904, 6.70353, 8.14407], [3.80064, 6.19319, 8.30281], [3.20141, 5.90362, 9.92726], [3.68728, 4.52420, 8.91928], [1.13910, 4.91003, 9.12107], [1.55616, 3.67430, 7.11586], [2.53176, 4.97436, 6.38415]]}

---

Entry 5:
{"formula": "C4H12S", "method": "the ωB97M-V functional and the def2-TZVPD basis", "smiles": "CSC.CC", "largest_force_ev_per_a": 3.46, "lumo_ev": 1.0331, "homo_lumo_gap_ha": 0.347, "homo_ev": -8.4201, "elements": ["C", "C", "H", "H", "H", "H", "H", "H", "C", "S", "C", "H", "H", "H", "H", "H", "H"], "coordinates": [[-3.84333, 0.12905, -1.75845], [-2.72623, -0.18263, -0.68710], [-4.16052, -0.83999, -2.13238], [-4.62447, 0.44086, -1.04251], [-3.56806, 0.79731, -2.56154], [-3.13250, -1.12245, -0.32750], [-2.61126, 0.80859, -0.24006], [-1.77271, -0.46058, -1.07457], [3.49900, 0.76166, 2.35389], [2.00673, 0.63485, 1.16436], [2.41451, -0.67152, -0.05640], [4.28204, 1.11528, 1.66285], [3.07174, 1.54662, 2.95532], [3.78041, -0.30555, 2.73622], [2.94049, -1.52191, 0.28910], [3.01962, -0.19079, -0.82025], [1.42453, -0.93880, -0.46097]]}